No. 1
A 2-piece molecular cluster, C3H11N3 overall in a non-equilibrium geometry, computed with ωB97M-V/def2-TZVPD.

ΔE to the lowest compared entry with this formula, charge and spin: 1.799 eV
Net charge: 0
HOMO: -0.3154 hartree
LUMO energy: 1.06 eV
SMILES string: C=NC.NCN
Orbital gap: 0.3544 Eh
E_tot: -7758.2844 eV

XYZ file:
```
17
Properties=species:S:1:pos:R:3:forces:R:3
C 2.458 -0.579 -0.271 0.46 1.02 0.82
N 1.410 -0.649 0.432 0.76 -0.21 0.20
C 1.577 -1.419 1.676 -1.34 0.25 -0.07
H 2.558 0.183 -1.039 -0.44 -0.44 -0.57
H 3.409 -1.029 0.048 -0.15 -0.22 -0.13
H 1.235 -2.445 1.534 0.56 -0.18 -0.13
H 2.558 -1.288 2.127 0.18 -0.42 -0.19
H 0.845 -1.048 2.393 0.03 0.28 0.08
N -1.628 0.027 0.067 0.41 -0.29 -0.69
C -1.847 0.600 -1.230 -1.09 -0.55 -1.07
N -1.785 2.055 -1.403 -0.18 -0.40 0.22
H -2.360 0.199 0.722 -0.13 0.35 0.47
H -0.681 0.184 0.393 -0.23 -0.15 0.22
H -2.848 0.341 -1.611 -0.04 -0.04 0.57
H -1.269 0.054 -1.984 0.76 0.47 0.30
H -2.640 2.397 -0.964 0.48 0.36 -0.06
H -0.990 2.418 -0.890 -0.05 0.17 0.02
```
Forces are in eV/Å.

=====

No. 2
A 2-piece molecular cluster, C3H11N3O overall in a non-equilibrium geometry, computed with ωB97M-V/def2-TZVPD.

ΔE to the lowest compared entry with this formula, charge and spin: 7.262 eV
Net charge: 0
HOMO (alpha / beta): -0.2569 / -0.2568 hartree
LUMO energy (alpha / beta): 0.97 / 0.97 eV
Orbital gap (alpha / beta): 0.2927 / 0.2926 Eh
E_tot: -9800.7389 eV

XYZ file:
```
18
Properties=species:S:1:pos:R:3:forces:R:3
C -1.525 0.853 -0.768 -1.19 -2.25 -3.74
C -1.345 -1.382 0.178 -0.99 0.25 -4.48
C 2.319 0.198 -0.659 -1.15 -0.30 -1.73
N -0.601 0.431 1.390 2.89 -0.57 3.35
N 1.350 0.316 1.401 -1.62 0.46 0.58
N -1.299 0.053 0.375 -0.25 -0.15 -0.50
O 1.755 -0.542 0.410 0.55 -0.70 -0.87
H -2.684 0.908 -0.998 2.38 -0.02 0.21
H -1.110 1.794 -0.653 0.53 1.99 0.43
H -0.936 0.375 -1.730 -1.58 1.14 1.98
H -0.352 -1.767 0.244 0.55 -0.53 0.12
H -2.044 -1.904 0.754 -0.91 -0.54 1.35
H -1.756 -1.566 -0.990 1.28 0.44 3.11
H 3.403 0.211 -0.716 0.30 0.02 0.70
H 1.909 1.215 -0.530 0.38 -0.31 -0.66
H 2.028 -0.307 -1.666 0.00 0.95 1.68
H -0.542 1.397 1.719 -0.64 -0.19 -1.10
H 1.430 -0.282 2.239 -0.50 0.32 -0.44
```
Forces are in eV/Å.

=====

No. 3
A 2-piece molecular cluster, C3H11N3O overall in a non-equilibrium geometry, computed with ωB97M-V/def2-TZVPD.

ΔE to the lowest compared entry with this formula, charge and spin: 4.254 eV
Net charge: 0
HOMO: -0.3290 hartree
LUMO energy: -0.26 eV
SMILES string: [H]/N=N/[C@H](C)O.CN
Orbital gap: 0.3196 Eh
E_tot: -9803.7473 eV

XYZ file:
```
18
Properties=species:S:1:pos:R:3:forces:R:3
H 0.995 2.064 -1.146 0.96 0.09 1.72
N 1.191 1.064 -1.010 -0.99 -2.85 0.21
N 1.020 0.396 0.045 -0.56 1.21 -3.10
C 0.674 -1.125 -0.445 1.85 0.48 -0.09
C 1.210 -2.077 0.604 0.18 -0.06 0.01
O 1.201 -1.362 -1.699 0.67 3.56 -1.01
H -0.422 -1.159 -0.455 -0.04 0.56 0.11
H 2.297 -1.979 0.690 -0.15 0.02 -0.05
H 0.988 -3.113 0.329 -0.03 0.22 -0.01
H 0.759 -1.871 1.579 0.02 0.03 -0.11
H 1.446 -0.266 -2.121 -1.28 -3.46 2.08
C -1.570 1.441 1.080 2.62 -0.87 0.45
N -2.075 1.397 -0.262 -0.41 -0.06 -1.00
H -2.221 0.906 1.772 0.00 0.12 -0.06
H -1.424 2.470 1.415 -0.32 -0.02 0.01
H -0.489 0.966 1.104 -2.17 0.79 0.62
H -1.406 1.816 -0.906 -0.26 -0.01 0.12
H -2.173 0.432 -0.575 -0.09 0.24 0.10
```
Forces are in eV/Å.

=====

No. 4
One molecule with the formula C3H11N3O in a non-equilibrium geometry, computed with ωB97M-V/def2-TZVPD.

ΔE to the lowest compared entry with this formula, charge and spin: 4.813 eV
Net charge: 0
HOMO: -0.3153 hartree
LUMO energy: 1.03 eV
SMILES string: CNN(C)CNO
Orbital gap: 0.3530 Eh
E_tot: -9803.1878 eV

XYZ file:
```
18
Properties=species:S:1:pos:R:3:forces:R:3
C -1.559 1.826 0.128 -0.06 0.01 0.27
N -1.113 0.667 -0.613 0.40 -0.98 1.49
N -0.105 -0.189 0.257 -2.84 2.47 -2.32
C -0.713 -1.392 0.790 -0.22 0.05 -0.25
C 0.779 -0.403 -0.819 4.82 -1.72 2.04
N 2.198 -0.819 -0.156 -1.13 0.11 -1.70
O 2.912 0.354 0.240 -0.36 0.32 -0.03
H -0.676 2.355 0.486 -0.08 0.01 0.01
H -2.204 1.593 0.986 0.05 0.05 0.03
H -2.105 2.491 -0.544 0.00 -0.07 -0.02
H -1.897 0.092 -0.927 0.19 -0.11 0.38
H -1.178 -2.022 0.015 0.02 0.04 -0.02
H 0.060 -1.990 1.276 -0.08 0.05 0.12
H -1.472 -1.107 1.518 0.09 -0.10 0.07
H 1.028 0.503 -1.369 -0.29 -0.27 0.14
H 0.557 -1.265 -1.462 -0.24 0.20 -0.12
H 2.064 -1.294 0.735 -0.27 0.21 -0.23
H 3.422 0.599 -0.543 -0.01 -0.28 0.16
```
Forces are in eV/Å.

=====

No. 5
A 2-piece molecular cluster, C3H11N3O overall, computed with ωB97M-V/def2-TZVPD.

ΔE to the lowest compared entry with this formula, charge and spin: 6.622 eV
Net charge: 0
HOMO (alpha / beta): -0.2643 / -0.2643 hartree
LUMO energy (alpha / beta): 0.35 / 0.35 eV
Orbital gap (alpha / beta): 0.2772 / 0.2772 Eh
E_tot: -9801.3793 eV

XYZ file:
```
18
Properties=species:S:1:pos:R:3:forces:R:3
C 0.868 -0.502 0.177 -0.67 -0.24 -0.49
C -1.542 0.840 0.114 -0.35 -0.34 -0.39
C 1.018 -0.392 1.683 0.03 0.02 -0.03
N -1.278 -0.938 -1.396 -0.49 0.21 -0.52
N -2.066 -0.187 -0.556 0.92 0.01 0.34
N 1.429 0.586 -0.619 0.08 0.11 0.01
O -0.702 -0.096 -2.390 -0.02 -0.08 0.56
H 0.109 0.298 -1.988 -0.06 -0.09 0.00
H -0.322 -1.008 -0.613 0.34 0.41 0.55
H -2.745 -0.773 -0.087 0.05 0.07 -0.01
H 1.348 -1.424 -0.166 0.12 0.04 0.04
H 1.277 1.484 -0.173 0.06 -0.06 -0.01
H 2.428 0.488 -0.784 -0.06 0.03 0.07
H -2.074 1.193 0.987 -0.07 -0.01 -0.02
H -0.915 1.528 -0.430 0.15 -0.07 -0.03
H 0.609 0.548 2.058 0.00 -0.02 -0.01
H 2.071 -0.443 1.996 -0.04 -0.03 -0.03
H 0.487 -1.204 2.187 0.01 0.04 -0.02
```
Forces are in eV/Å.

=====

No. 6
A 2-piece molecular cluster, C3H11N3O2 overall in a non-equilibrium geometry, computed with ωB97M-V/def2-TZVPD.

ΔE to the lowest compared entry with this formula, charge and spin: 9.707 eV
Net charge: 0
HOMO: -0.2759 hartree
LUMO energy: -4.19 eV
Orbital gap: 0.1219 Eh
E_tot: -11846.0306 eV

XYZ file:
```
19
Properties=species:S:1:pos:R:3:forces:R:3
O 0.513 -1.775 -0.793 0.21 2.88 0.91
C 1.008 -0.835 0.201 -4.30 -1.00 -0.58
N -0.116 0.077 0.592 2.62 0.03 -0.25
C -0.578 0.936 -0.535 -1.06 -2.85 -0.37
N -1.721 0.218 -1.275 2.48 0.44 1.58
C 2.265 -0.056 -0.141 1.20 -0.66 4.89
N 2.663 0.717 1.126 -2.91 1.72 -4.19
H 0.405 0.607 1.338 -1.50 0.00 -0.87
H -0.965 1.794 -0.117 -0.71 2.24 0.82
H 0.316 1.239 -1.184 -0.17 -0.69 0.08
H -2.094 0.836 -2.012 0.01 -0.38 0.85
H -2.446 -0.016 -0.418 -0.24 0.87 -0.56
H 1.044 -1.475 1.195 1.23 1.07 -1.45
H 3.153 -0.598 -0.437 -0.09 -0.27 -1.03
H 2.782 1.703 0.765 -0.40 -0.90 1.01
H 3.539 0.448 1.430 2.46 -0.78 0.40
H -4.186 -0.081 0.909 -0.22 -0.38 -0.12
H -0.281 -1.215 -1.058 0.35 -1.52 -0.60
O -3.414 0.450 0.711 1.02 0.19 -0.53
```
Forces are in eV/Å.